Entry 1:
ORCA calculation (ωB97M-V/def2-TZVPD) on a 2-piece molecular cluster, C4H13N2O2 overall in a non-equilibrium geometry.

total charge: +1
electronic energy: -419.94413 Ha
relative energy (zero: lowest compared OMol25 entry of this formula, charge and spin): 2.212 eV
frontier orbital gap: 9.80 eV

Last columns: bonded neighbours and bond lengths (Å).
Cartesian coordinates (Å):
1 N -2.01 -1.96 -1.51  C2 1.503, H8 1.027, H9 1.034, H10 1.057
2 C -1.59 -1.10 -0.35  N1 1.503, C3 1.574, H11 1.133, H12 1.088
3 C -0.28 -0.41 -0.88  C2 1.574, N4 1.330, O7 1.223
4 N 0.61 -0.07 0.05  C3 1.330, C5 1.527, C6 1.474
5 C 0.28 0.04 1.53  N4 1.527, H13 1.121, H14 1.075, H15 1.108
6 C 2.00 0.33 -0.27  N4 1.474, H16 1.114, H17 1.077, H18 1.111
7 O -0.18 -0.40 -2.10  C3 1.223
8 H -2.18 -1.38 -2.34  N1 1.027
9 H -2.93 -2.41 -1.36  N1 1.034
10 H -1.34 -2.75 -1.74  N1 1.057
11 H -1.47 -1.76 0.56  C2 1.133
12 H -2.39 -0.37 -0.29  C2 1.088
13 H -0.69 0.58 1.66  C5 1.121
14 H 0.22 -0.98 1.88  C5 1.075
15 H 1.14 0.66 1.84  C5 1.108
16 H 2.52 -0.53 -0.77  C6 1.114
17 H 2.00 1.24 -0.84  C6 1.077
18 H 2.54 0.54 0.67  C6 1.111
19 H 1.77 3.54 0.85  O21 0.965
20 H 0.97 3.92 2.06  O21 0.969
21 O 0.99 3.27 1.35  H19 0.965, H20 0.969



Entry 2:
ORCA calculation (ωB97M-V/def2-TZVPD) on a 2-piece molecular cluster, C4H13N2O2S overall in a non-equilibrium geometry.

multiplicity: 3
total charge: +1
electronic energy: -818.01404 Ha
<S²>: 2.009
frontier orbital gap (spin up / spin down): 9.50 / 6.52 eV

Last columns: bonded neighbours and bond lengths (Å).
Cartesian coordinates (Å):
1 C -3.02 1.75 -0.31  N5 1.435, H10 1.093, H11 1.093, H12 1.090
2 C 1.47 -1.75 0.53  N6 1.434, H13 1.091, H14 1.089, H15 1.097
3 C 1.64 -0.22 -1.36  N6 1.431, H16 1.089, H17 1.100, H18 1.091
4 C 2.16 0.56 0.90  N6 1.431, H19 1.090, H20 1.098, H21 1.090
5 N -2.84 0.57 0.48  C1 1.435, S9 1.659, H22 1.013
6 N 1.52 -0.40 0.06  C2 1.434, C3 1.431, C4 1.431
7 O -1.59 -0.68 -1.35  S9 1.435
8 O -1.78 -1.69 0.94  S9 1.433
9 S -1.68 -0.55 0.08  N5 1.659, O7 1.435, O8 1.433
10 H -4.09 1.98 -0.36  C1 1.093
11 H -2.50 2.62 0.10  C1 1.093
12 H -2.67 1.55 -1.32  C1 1.090
13 H 1.06 -1.78 1.54  C2 1.091
14 H 0.84 -2.36 -0.12  C2 1.089
15 H 2.46 -2.20 0.57  C2 1.097
16 H 1.63 0.84 -1.61  C3 1.089
17 H 2.58 -0.65 -1.73  C3 1.100
18 H 0.83 -0.72 -1.88  C3 1.091
19 H 1.84 0.43 1.94  C4 1.090
20 H 3.25 0.45 0.87  C4 1.098
21 H 1.93 1.57 0.57  C4 1.090
22 H -3.05 0.66 1.47  N5 1.013



Entry 3:
ORCA calculation (ωB97M-V/def2-TZVPD) on a 2-piece molecular cluster, C4H13N2OS overall in a non-equilibrium geometry.

total charge: -1
electronic energy: -743.13566 Ha
relative energy (zero: lowest compared OMol25 entry of this formula, charge and spin): 1.182 eV
frontier orbital gap: 6.22 eV

Last columns: bonded neighbours and bond lengths (Å).
Cartesian coordinates (Å):
1 C 0.68 0.02 -0.97  N2 1.489, C6 1.564, H8 1.124, H9 1.109
2 N -0.20 0.91 -0.16  C1 1.489, C3 1.490, H10 1.014
3 C -0.69 0.19 1.04  N2 1.490, C4 1.535, H11 1.146, H12 1.120
4 C -1.44 -1.13 0.83  C3 1.535, S5 1.825, H13 1.094, H14 1.110
5 S -3.01 -0.87 -0.05  C4 1.825
6 C 2.21 -0.08 -0.68  C1 1.564, N7 1.464, H15 1.088, H16 1.146
7 N 2.80 -1.40 -0.92  C6 1.464, H17 1.005, H18 1.026
8 H 0.60 0.38 -2.03  C1 1.124
9 H 0.16 -0.95 -1.14  C1 1.109
10 H -0.97 1.15 -0.78  N2 1.014
11 H 0.15 -0.01 1.80  C3 1.146
12 H -1.32 1.05 1.38  C3 1.120
13 H -0.79 -1.81 0.26  C4 1.094
14 H -1.59 -1.56 1.85  C4 1.110
15 H 2.75 0.51 -1.43  C6 1.088
16 H 2.44 0.23 0.40  C6 1.146
17 H 2.43 -1.87 -1.73  N7 1.005
18 H 2.74 -1.96 -0.06  N7 1.026
19 H 1.76 2.09 1.31  O21 0.954
20 H 1.35 3.02 0.12  O21 1.010
21 O 1.99 2.92 0.89  H19 0.954, H20 1.010



Entry 4:
ORCA calculation (ωB97M-V/def2-TZVPD) on a 2-piece molecular cluster, C4H13N2OS overall in a non-equilibrium geometry.

total charge: -1
electronic energy: -743.16849 Ha
relative energy (zero: lowest compared OMol25 entry of this formula, charge and spin): 0.288 eV
frontier orbital gap: 6.78 eV

Last columns: bonded neighbours and bond lengths (Å).
Cartesian coordinates (Å):
1 C -1.33 -1.08 -0.72  N2 1.472, C5 1.534, H8 1.093, H9 1.075
2 N -1.12 -1.61 0.63  C1 1.472, C3 1.425, H10 1.003
3 C -0.02 -1.17 1.43  N2 1.425, N4 1.455, H11 1.091, H12 1.087
4 N -0.05 0.21 1.88  C3 1.455, H13 1.022, H14 1.021
5 C -1.22 0.44 -0.93  C1 1.534, C6 1.522, H15 1.094, H16 1.098
6 C 0.16 0.86 -1.40  C5 1.522, S7 1.810, H17 1.076, H18 1.106
7 S 0.54 2.62 -1.16  C6 1.810
8 H -0.57 -1.56 -1.34  C1 1.093
9 H -2.30 -1.42 -1.04  C1 1.075
10 H -1.97 -1.61 1.16  N2 1.003
11 H 0.91 -1.41 0.89  C3 1.091
12 H -0.07 -1.79 2.32  C3 1.087
13 H -0.05 0.85 1.09  N4 1.022
14 H 0.87 0.41 2.29  N4 1.021
15 H -1.46 1.00 -0.02  C5 1.094
16 H -2.07 0.77 -1.54  C5 1.098
17 H 0.82 0.28 -0.78  C6 1.076
18 H 0.27 0.49 -2.44  C6 1.106
19 H 2.40 1.70 0.31  O21 0.977
20 H 3.14 0.96 -0.80  O21 0.961
21 O 3.12 1.06 0.16  H19 0.977, H20 0.961